Record 1
Below is a molecular structure, C7H11EuO5 at a distorted geometry, with properties calculated with ωB97M-V/def2-TZVPD.

Cartesian coordinates (Å):
O -2.124 1.986 1.090
C -1.057 1.932 1.649
C 0.250 1.667 0.910
O 0.091 1.283 -0.375
C -0.476 -1.284 1.954
C -1.515 -1.478 0.863
O -0.839 -1.892 -0.332
C -1.698 -2.518 -1.284
H -0.962 2.041 2.754
H -0.880 -0.678 2.774
H -0.151 -2.254 2.348
H -2.225 -2.256 1.172
H -2.067 -0.553 0.647
H -1.080 -2.834 -2.131
H -2.166 -3.400 -0.828
H -2.468 -1.810 -1.618
O 0.686 -0.687 1.388
C 1.130 0.618 1.704
C 2.482 0.694 1.040
O 2.665 0.090 -0.005
Eu 0.815 -0.580 -0.925
H 1.178 0.800 2.786
H 3.247 1.373 1.452
H 0.789 2.640 1.017

The calculation puts the molar mass at 327.12 g/mol. As for the expectation value of S²: 15.76. Its spin multiplicity is 8. The total energy comes out at -1359.57195 Eh. The calculation puts the gap between HOMO and LUMO (alpha / beta) at 6.990 / 9.108 eV. As for the net charge: +1.



Record 2
Below is C5H10O2 in the gas phase, with properties calculated with ωB97M-V/def2-TZVPD.

Cartesian coordinates (Å):
C 0.606 -1.090 -1.202
C 0.204 -0.780 0.232
C -1.203 -0.129 0.384
O -2.054 -0.118 -0.737
C -0.541 1.235 0.615
C 0.813 0.521 0.806
O 1.913 0.998 0.068
H 0.061 -1.967 -1.572
H 1.676 -1.305 -1.258
H 0.393 -0.252 -1.871
H 0.365 -1.662 0.863
H -1.730 -0.499 1.276
H -2.249 -1.031 -0.979
H -0.922 1.857 1.430
H -0.548 1.802 -0.322
H 1.075 0.410 1.869
H 2.087 1.905 0.350

As for the structure (SMILES): C[C@@H]1[C@H](O)C[C@@H]1O. The calculation puts the molar mass at 102.13 g/mol. The total energy comes out at -346.95779 Eh. The calculation puts the gap between HOMO and LUMO at 10.591 eV.



Record 3
Below is 2 unconnected molecules or ions with the total composition C17H19N at a distorted geometry, with properties calculated with ωB97M-V/def2-TZVPD.

Cartesian coordinates (Å):
C -1.595 -2.024 -1.131
C -0.564 -2.360 -0.094
C 0.588 -3.113 -0.138
N 1.220 -3.045 1.221
C 0.314 -2.296 2.016
C 0.347 -2.029 3.405
C -0.485 -1.122 3.930
C -1.500 -0.502 3.158
C -1.653 -1.033 1.827
C -0.646 -1.760 1.188
H -2.344 -2.749 -1.450
H -1.127 -1.749 -2.171
H -2.046 -1.055 -0.907
H 1.078 -3.589 -0.947
H 1.691 -3.842 1.591
H 1.164 -2.361 4.026
H -0.475 -0.807 4.983
H -2.160 0.234 3.548
H -2.487 -0.696 1.249
C 2.559 1.856 0.022
C 1.202 1.306 -0.256
C 0.469 1.908 -1.441
C 0.618 1.452 -2.726
C 0.224 2.282 -3.745
C -0.574 3.362 -3.447
C -0.842 3.713 -2.155
C -0.292 2.989 -1.121
H 3.264 1.034 0.212
H 2.722 2.598 0.784
H 2.976 2.225 -0.992
H 1.219 0.220 -0.504
H 0.544 1.355 0.626
H 0.876 0.414 -3.048
H 0.477 2.256 -4.844
H -0.980 4.086 -4.180
H -1.408 4.580 -2.067
H -0.540 3.378 -0.200

As for the structure (SMILES): Cc1c[nH]c2ccccc12.CCc1ccccc1. The calculation puts the molar mass at 237.35 g/mol. The total energy comes out at -713.87217 Eh. The calculation puts the gap between HOMO and LUMO at 8.978 eV.



- Among the records above, which one has the highest molar mass?
  C7H11EuO5



- What is the formula in the third record?
  C17H19N